Entry 1:
Molecular formula: C35H33F6MnN2O7P3S2Te
Method: DFT, ωB97M-V with the def2-TZVPD basis set

As for the spin multiplicity: 2. The total charge is +2. The calculation puts the gap between HOMO and LUMO (alpha / beta) at 8.07 / 5.33 eV.

XYZ file:
```
90
Properties=species:S:1:pos:R:3:forces:R:3:mulliken_charge:R:1
Mn -0.1803 -0.9729 0.0783 -0.6714 -0.9878 0.2841 1.36
Te -1.5424 2.0579 -3.5428 0.2056 -0.1369 -0.3130 0.70
C -3.3307 3.1034 -3.3804 -0.1271 0.1246 0.2271 0.56
C -3.3205 4.3091 -2.6878 -0.1510 -0.0609 -0.0479 -0.20
C -4.5290 4.9794 -2.5616 -0.0196 0.0985 0.0314 -0.44
N -5.6784 4.5231 -3.0531 0.1114 -0.0574 -0.0206 -0.57
C -5.6566 3.3806 -3.7295 -0.1116 -0.0197 -0.0533 -0.49
C -4.5056 2.6247 -3.9340 0.0175 0.0789 0.0017 -0.32
C -1.0586 1.9219 -1.5613 -0.2181 -0.4704 0.1383 -0.73
P -1.7725 0.5383 -0.5171 0.2246 0.4676 -0.1537 2.23
C -2.9207 -0.1855 -1.7472 0.0251 0.0750 -0.0221 1.25
C -2.3431 -0.8498 -2.8376 0.0211 -0.0106 -0.0583 -0.05
C -3.1389 -1.4577 -3.8039 -0.0064 -0.0152 0.0142 -1.04
C -4.5183 -1.4359 -3.6692 0.0293 0.0028 -0.0232 -0.93
C -5.0960 -0.8019 -2.5748 -0.0162 0.0399 -0.0375 -0.90
C -4.3055 -0.1709 -1.6235 0.0309 -0.0235 0.0368 -1.38
C -2.8017 1.3851 0.7013 -0.0610 -0.0723 0.0180 0.55
C -3.7087 2.3896 0.3580 -0.0161 -0.0359 0.0042 -0.64
C -4.4647 3.0101 1.3362 0.0383 -0.0277 0.0393 -0.71
C -4.3107 2.6362 2.6694 -0.0399 0.0487 -0.0130 -0.90
C -3.4068 1.6465 3.0180 0.0381 -0.0307 -0.0242 -0.72
C -2.6532 1.0171 2.0335 -0.0068 0.0020 0.0722 -0.74
P 0.3105 2.6843 -1.0240 0.3263 0.1939 0.2096 0.78
C 0.2268 3.1846 0.6747 -0.0039 -0.0069 0.0679 1.15
C -0.8806 3.9685 1.0190 -0.0541 -0.0310 -0.0085 -0.09
C -1.0218 4.4305 2.3146 0.0004 0.0090 0.0045 -0.84
C -0.0706 4.1027 3.2718 0.0053 -0.0002 0.0243 -0.81
C 1.0299 3.3271 2.9344 -0.0131 -0.0046 -0.0459 -0.92
C 1.1904 2.8732 1.6352 0.0556 0.0454 -0.0111 -0.69
C 0.9707 3.9124 -2.1218 0.1031 0.0653 0.0116 0.57
C 0.8537 5.2610 -1.7890 -0.0249 0.0178 -0.0473 -0.39
C 1.3230 6.2239 -2.6714 -0.0155 -0.0254 0.0248 -0.80
C 1.9130 5.8417 -3.8673 0.0081 0.0221 -0.0167 -0.66
C 2.0472 4.4964 -4.1919 -0.0071 0.0001 0.0137 -0.82
C 1.5820 3.5280 -3.3196 -0.0043 -0.0117 -0.0111 -0.50
H -2.4181 4.7254 -2.2567 0.0185 -0.0323 0.0103 0.37
H -4.5742 5.9269 -2.0363 -0.0042 -0.0030 -0.0043 0.42
H -6.6047 3.0417 -4.1314 0.0060 0.0024 0.0099 0.41
H -4.5497 1.7030 -4.4980 -0.0033 -0.0516 0.0232 0.44
H -1.2630 -0.9537 -2.9041 0.0191 0.0203 0.0201 0.41
H -2.6766 -1.9726 -4.6356 -0.0083 -0.0077 -0.0034 0.59
H -5.1426 -1.9282 -4.4030 0.0003 0.0062 0.0007 0.49
H -6.1725 -0.8007 -2.4603 0.0039 0.0097 0.0039 0.56
H -4.7732 0.3003 -0.7709 -0.0030 0.0344 0.0324 0.44
H -3.8197 2.6914 -0.6762 -0.0182 -0.0222 -0.0292 0.50
H -5.1753 3.7801 1.0648 -0.0038 0.0033 0.0052 0.52
H -4.9025 3.1195 3.4358 -0.0034 0.0029 -0.0036 0.44
H -3.2883 1.3603 4.0545 0.0013 -0.0051 0.0012 0.51
H -1.9447 0.2433 2.3089 0.0098 -0.0007 -0.0232 0.21
H -1.6403 4.1980 0.2820 0.0102 -0.0127 -0.0079 0.41
H -1.8778 5.0362 2.5788 -0.0001 -0.0023 0.0007 0.50
H -0.1859 4.4569 4.2877 -0.0017 0.0014 -0.0008 0.45
H 1.7715 3.0792 3.6812 -0.0007 0.0050 0.0069 0.51
H 2.0613 2.2855 1.3865 -0.0234 0.0065 -0.0124 0.49
H 0.4127 5.5619 -0.8474 -0.0030 -0.0095 0.0221 0.45
H 1.2373 7.2713 -2.4166 0.0065 0.0001 -0.0041 0.48
H 2.2860 6.5966 -4.5464 -0.0039 -0.0024 -0.0036 0.45
H 2.5281 4.2055 -5.1158 0.0011 -0.0034 0.0009 0.47
H 1.7207 2.4799 -3.5601 -0.0051 -0.0060 0.0074 0.38
F 2.6513 -2.9468 3.2157 0.0869 0.0146 0.0254 -0.18
C 2.9960 -1.8701 2.5379 -0.1720 -0.0392 -0.0630 0.53
F 4.0332 -2.1138 1.7608 -0.0046 0.0057 -0.0057 -0.18
F 3.2499 -0.8631 3.3493 0.0189 -0.0017 -0.0041 -0.17
S 1.5333 -1.4350 1.4735 0.3140 0.2246 -0.1191 0.99
O 1.3065 -2.5292 0.5399 0.0396 0.2338 0.2256 -0.61
O 0.4710 -1.0492 2.3814 0.3368 0.0211 -0.1687 -0.64
N 2.1508 -0.1265 0.6748 -0.4549 0.0593 -0.1159 -0.32
S 2.0617 0.1955 -0.8232 0.1070 -0.5162 -0.0385 0.60
O 1.8083 1.6826 -0.9519 -0.1019 0.1924 -0.2479 -0.44
O 1.2352 -0.6522 -1.6664 0.1644 0.4454 0.1655 -0.62
C 3.7562 0.1682 -1.5863 0.0728 -0.0734 0.1614 0.51
F 4.1709 -1.0802 -1.5713 -0.0101 0.0368 0.0031 -0.15
F 3.6447 0.6138 -2.8249 0.0111 -0.0232 0.0247 -0.16
F 4.5559 0.9406 -0.8825 -0.0125 -0.0154 -0.0312 -0.14
C -1.6814 -3.6012 2.6834 0.0268 -0.0387 0.0016 -0.63
O -1.3710 -3.8012 1.2937 -0.0193 -0.0546 0.0568 -0.40
P -1.6810 -2.6908 0.1862 -0.1187 0.2220 -0.2572 1.02
O -1.8003 -3.6289 -1.1035 0.0120 0.0528 -0.0059 -0.40
C -0.6307 -4.2956 -1.6082 0.0168 -0.0362 0.0017 -0.70
O -3.1938 -2.2629 0.4188 -0.0091 0.0135 0.0546 -0.16
C -4.2818 -3.2138 0.4432 0.0151 0.0069 -0.0171 -0.98
H -1.2275 -4.4255 3.2253 0.0052 0.0002 -0.0209 0.28
H -2.7602 -3.6222 2.8332 0.0079 0.0103 -0.0088 0.23
H -1.2742 -2.6606 3.0486 0.0119 0.0566 0.0012 0.25
H -0.9275 -4.7962 -2.5248 -0.0094 0.0135 0.0010 0.30
H -0.2741 -5.0305 -0.8884 0.0013 0.0087 0.0063 0.28
H 0.1616 -3.5744 -1.8216 -0.0021 -0.0009 0.0022 0.19
H -4.7711 -3.1383 1.4113 -0.0072 0.0001 -0.0043 0.30
H -3.9225 -4.2272 0.2776 -0.0007 -0.0041 0.0148 0.36
H -4.9786 -2.9409 -0.3460 0.0068 -0.0107 -0.0064 0.27
```
Forces are in eV/Å.

Entry 2:
Molecular formula: C35H33FN2O5
Method: DFT, ωB97M-V with the def2-TZVPD basis set

The calculation puts the gap between HOMO and LUMO at 8.52 eV. As for the SMILES: COC(=O)c1ccc([C@H](NC(=O)OCc2ccccc2)/C(F)=C/[C@@H](C)C(=O)NCc2ccc(-c3ccccc3)cc2)cc1.

XYZ file:
```
76
Properties=species:S:1:pos:R:3:forces:R:3:nbo_charge:R:1
C 1.9398 1.7731 10.2702 -0.1078 -0.1833 0.3879 -0.26
O 1.9478 1.8821 8.8548 0.0769 0.1367 -0.3918 -0.51
C 1.2867 0.9225 8.1923 -0.1084 -0.1726 0.2739 0.78
O 0.7110 0.0162 8.7426 0.0730 0.1006 -0.0476 -0.59
C 1.3425 1.1035 6.7202 0.0433 0.0661 -0.3040 -0.17
C 1.9978 2.1802 6.1315 -0.0699 -0.1438 0.1816 -0.15
C 2.0149 2.3079 4.7551 -0.0670 -0.0651 -0.1693 -0.21
C 1.3845 1.3664 3.9522 -0.0183 0.1440 0.1500 -0.02
C 1.4190 1.4893 2.4477 0.3110 0.0371 -0.3519 -0.14
N 0.0780 1.4412 1.9036 -0.0767 -0.0990 0.3292 -0.63
C -0.1562 1.4968 0.5732 -0.2451 0.0592 0.1906 0.91
O 0.7048 1.6367 -0.2645 0.1959 0.1788 -0.3509 -0.68
O -1.4717 1.3753 0.3283 0.0103 0.0104 0.2783 -0.51
C -1.8724 1.2835 -1.0428 0.0626 0.0189 -0.4914 -0.12
C -2.1087 -0.1490 -1.4458 -0.0348 0.1290 0.1692 0.03
C -3.3294 -0.5511 -1.9685 0.0939 0.0663 0.0700 -0.22
C -3.5264 -1.8660 -2.3516 -0.0946 -0.0672 -0.0701 -0.21
C -2.5141 -2.7961 -2.1916 -0.0407 -0.0728 -0.0236 -0.21
C -1.2986 -2.4050 -1.6564 0.0268 -0.0029 0.1337 -0.21
C -1.0954 -1.0866 -1.2943 -0.0631 -0.0129 0.0939 -0.23
C 2.2818 0.3894 1.8675 -0.1628 -0.3062 -0.1915 0.50
F 3.6001 0.6866 1.9641 -0.1893 0.0384 0.0336 -0.35
C 1.8821 -0.7414 1.3056 0.3147 0.3171 0.2491 -0.32
C 2.7805 -1.7606 0.6929 0.1167 -0.2676 -0.1469 -0.34
C 2.3164 -3.1759 1.0351 0.2524 0.0714 -0.0592 -0.60
C 2.9069 -1.6279 -0.8434 0.0014 0.1724 0.6770 0.69
O 3.2931 -2.5637 -1.5138 0.1234 -0.4284 -0.3085 -0.65
N 2.6426 -0.4136 -1.3504 -0.0432 0.4860 -0.1997 -0.63
C 2.8130 -0.1217 -2.7631 0.0504 -0.1175 -0.0273 -0.25
C 1.4846 -0.0366 -3.4654 0.0591 0.0110 -0.0686 -0.02
C 0.8567 1.1861 -3.6589 0.0592 -0.0886 0.0163 -0.20
C -0.3881 1.2496 -4.2554 -0.0873 -0.0474 -0.0534 -0.24
C -1.0429 0.0908 -4.6675 0.3067 -0.0484 0.1173 0.01
C -2.3838 0.1531 -5.2644 -0.2735 0.0485 -0.1626 0.03
C -2.7538 -0.7146 -6.2895 0.0619 0.0478 0.0708 -0.23
C -4.0235 -0.6652 -6.8338 -0.0909 -0.0668 -0.0504 -0.19
C -4.9494 0.2502 -6.3628 -0.0860 -0.0132 -0.0348 -0.22
C -4.5924 1.1220 -5.3479 -0.0864 0.0957 -0.0014 -0.21
C -3.3218 1.0764 -4.8063 0.0814 -0.0470 -0.0873 -0.22
C -0.4005 -1.1318 -4.4845 -0.0155 0.1160 -0.1214 -0.21
C 0.8442 -1.1936 -3.8904 0.1038 0.0931 -0.1086 -0.21
C 0.7416 0.2823 4.5425 0.0427 0.1200 0.0056 -0.18
C 0.7161 0.1539 5.9158 0.0187 0.0672 0.1783 -0.16
H 2.3990 0.8323 10.5806 -0.0343 0.0970 -0.0010 0.20
H 0.9154 1.8032 10.6471 0.1041 0.0081 -0.0060 0.20
H 2.5106 2.6192 10.6438 -0.0266 -0.0384 -0.0362 0.20
H 2.4875 2.9116 6.7542 0.0389 0.0579 0.0391 0.23
H 2.5252 3.1437 4.3000 0.0370 0.0863 -0.0643 0.22
H 1.8901 2.4419 2.1629 -0.0295 -0.1889 0.0998 0.22
H -0.7020 1.3060 2.5258 0.0116 0.0179 -0.0619 0.42
H -2.7899 1.8702 -1.1267 0.1050 -0.0660 0.0012 0.19
H -1.0854 1.7236 -1.6669 -0.2154 -0.0182 0.1350 0.23
H -4.1278 0.1667 -2.0856 -0.0861 0.0918 -0.0083 0.21
H -4.4748 -2.1635 -2.7737 -0.0884 -0.0323 -0.0374 0.22
H -2.6711 -3.8234 -2.4853 -0.0198 -0.0938 -0.0260 0.21
H -0.5005 -3.1224 -1.5361 0.1019 -0.0814 -0.0066 0.22
H -0.1357 -0.7779 -0.9096 0.1595 0.0447 0.0218 0.22
H 0.8224 -0.9445 1.2650 -0.1853 0.1162 -0.0058 0.22
H 3.8019 -1.6162 1.0651 -0.0944 -0.0119 -0.0631 0.24
H 2.9208 -3.8922 0.4849 -0.0262 -0.0681 0.0095 0.24
H 1.2751 -3.3125 0.7487 -0.1301 -0.0435 -0.0166 0.20
H 2.4162 -3.3660 2.1010 -0.0413 -0.0020 0.0925 0.21
H 2.2112 0.3125 -0.7929 0.0215 -0.1551 0.1576 0.44
H 3.3560 0.8232 -2.8564 -0.0117 -0.1007 -0.0592 0.20
H 3.4129 -0.9350 -3.1798 -0.0187 0.1967 0.0259 0.24
H 1.3462 2.0937 -3.3364 0.0633 0.1105 0.0307 0.21
H -0.8518 2.2116 -4.4209 -0.0533 0.0929 -0.0175 0.21
H -2.0331 -1.4194 -6.6771 0.0768 -0.0616 -0.0265 0.21
H -4.2923 -1.3425 -7.6316 -0.0111 -0.0452 -0.0632 0.21
H -5.9424 0.2864 -6.7861 -0.0734 0.0042 -0.0334 0.21
H -5.3095 1.8405 -4.9768 -0.0511 0.0502 0.0332 0.21
H -3.0556 1.7509 -4.0057 0.0266 0.0588 0.0899 0.21
H -0.8948 -2.0439 -4.7836 -0.0646 -0.0849 -0.0109 0.22
H 1.3277 -2.1478 -3.7412 0.0674 -0.1383 0.0480 0.23
H 0.2712 -0.4653 3.9208 -0.0361 -0.1202 -0.0590 0.21
H 0.2200 -0.6792 6.3899 -0.0407 -0.0636 0.0344 0.24
```
Forces are in eV/Å.

Entry 3:
Molecular formula: C35H33N5O4S2Ti
Method: DFT, ωB97M-V with the def2-TZVPD basis set

As for the spin multiplicity: 2. The total charge is -1. The calculation puts the gap between HOMO and LUMO (alpha / beta) at 6.87 / 7.56 eV.

XYZ file:
```
80
Properties=species:S:1:pos:R:3:forces:R:3:mulliken_charge:R:1
Ti 0.9354 -0.4978 -0.1920 -0.1695 0.0785 -0.0702 -0.31
C 3.7105 -3.2963 1.2113 -0.0068 -0.0173 0.0030 -1.10
C 3.4688 -1.9815 1.8899 0.0183 0.0013 -0.0878 0.53
N 4.0681 -0.9527 1.4439 -0.0527 0.1366 0.1101 -0.50
N 3.8995 0.2114 2.1770 -0.0016 -0.0705 -0.0982 -0.42
C 3.3920 1.2105 1.5633 0.0468 -0.0016 0.0045 0.50
S 2.6801 1.2998 -0.0239 0.0457 -0.0251 -0.0209 -0.70
S 3.6117 2.7450 2.4773 0.0033 -0.0002 -0.0038 -0.22
C 1.9911 3.5280 2.2924 0.0140 -0.0289 -0.0187 -0.36
C 1.0756 3.3414 3.4725 -0.0019 -0.1138 0.0190 0.83
C 0.9352 2.0906 4.0771 0.0534 0.0293 -0.0420 -0.32
C 0.0275 1.9005 5.1048 -0.0377 0.0396 0.0358 -0.37
C -0.7498 2.9617 5.5610 0.0089 -0.0596 0.0064 -0.69
C -0.6011 4.2124 4.9841 0.0488 0.0494 -0.0386 -0.54
C 0.3098 4.3979 3.9488 -0.0761 0.0177 -0.0023 -0.59
C 2.5109 -1.9632 3.0308 0.0330 -0.0407 0.0745 0.45
C 2.8725 -2.4394 4.2831 -0.0209 0.0088 -0.0293 -0.55
C 1.9682 -2.4512 5.3368 0.0231 -0.0141 0.0208 -0.92
C 0.6752 -1.9960 5.1220 -0.0326 0.0108 0.0003 -0.50
C 0.2923 -1.5248 3.8762 0.0256 -0.0112 -0.0257 -0.76
C 1.2053 -1.4931 2.8162 -0.0567 0.0506 0.0701 0.03
O 0.8465 -1.0342 1.6286 0.1213 0.0028 0.0610 0.33
H 4.3579 -3.1569 0.3483 0.0095 0.0083 -0.0011 0.35
H 2.7601 -3.7273 0.8851 -0.0074 -0.0020 0.0027 0.02
H 4.1617 -4.0053 1.9120 -0.0018 -0.0030 -0.0036 0.47
H 1.5632 3.0797 1.3892 -0.0435 0.0258 0.0021 -0.29
H 2.1348 4.5878 2.0818 0.0499 0.0068 0.0438 0.42
H 1.5476 1.2615 3.7364 -0.0082 0.0100 0.0081 0.38
H -0.0686 0.9180 5.5503 0.0026 0.0059 0.0027 0.44
H -1.4564 2.8121 6.3682 -0.0028 0.0037 -0.0004 0.38
H -1.1892 5.0501 5.3393 -0.0037 -0.0010 0.0044 0.35
H 0.4177 5.3774 3.4953 -0.0017 0.0014 0.0003 0.34
H 3.8861 -2.7928 4.4358 0.0027 0.0017 -0.0045 0.44
H 2.2702 -2.8133 6.3111 -0.0039 0.0016 -0.0007 0.38
H -0.0457 -2.0093 5.9317 0.0008 0.0003 0.0010 0.45
H -0.7174 -1.1751 3.6957 -0.0003 -0.0012 -0.0028 0.49
C -1.8141 2.4784 1.6749 0.0124 -0.0123 0.0338 -0.72
C -2.3397 3.1676 0.5926 -0.0038 0.0101 -0.0406 -0.72
C -1.9937 2.7836 -0.6900 -0.0060 -0.0529 0.0196 -1.07
C -1.1225 1.7106 -0.8802 0.0333 0.0357 0.0390 0.90
N -0.6168 1.0561 0.1800 0.0687 -0.0634 -0.0034 0.85
C -0.9568 1.4272 1.4140 -0.0625 -0.0117 0.0257 -0.52
C -0.6276 1.2543 -2.1955 -0.1175 -0.0338 0.0465 1.04
C -1.2231 1.6843 -3.3834 0.1327 0.0227 -0.0223 -1.00
C -0.6862 1.2934 -4.5985 -0.0375 0.0154 0.0086 -0.68
C 0.4456 0.4862 -4.6144 0.0173 -0.0132 -0.0060 -0.92
C 0.9958 0.0317 -3.4230 -0.0069 0.0067 0.0074 0.00
C 0.4648 0.3707 -2.1720 -0.0110 0.0226 -0.0997 0.20
H -2.0271 2.7538 2.6995 -0.0082 0.0024 -0.0243 0.48
H -3.0036 4.0098 0.7462 0.0016 -0.0009 0.0018 0.41
H -2.3709 3.3251 -1.5451 -0.0087 0.0075 0.0063 0.34
H -0.5054 0.8604 2.2159 0.0058 -0.0182 -0.0228 0.39
H -2.1028 2.3173 -3.3708 -0.0007 0.0067 -0.0059 0.32
H -1.1420 1.6200 -5.5255 0.0048 -0.0015 -0.0005 0.37
H 0.8877 0.1970 -5.5618 -0.0021 0.0014 0.0000 0.41
H 1.8722 -0.6078 -3.4758 -0.0030 -0.0024 0.0078 0.44
C -0.7173 -6.4217 -1.2455 0.0027 -0.0123 0.0048 -1.44
C -0.1746 -5.0504 -0.8657 -0.0105 -0.0055 -0.0130 -0.86
C -0.1326 -4.0087 -2.0231 -0.0152 0.0193 -0.0219 2.52
C -1.5043 -3.8261 -2.6801 0.0126 -0.0111 0.0055 -1.21
C -1.5253 -2.7083 -3.7170 -0.0003 -0.0039 -0.0044 -1.08
C 0.8837 -4.4853 -3.0426 0.0572 -0.0095 0.0757 -0.23
O 0.6414 -5.3361 -3.8754 -0.0302 0.0089 -0.0233 -0.68
N 2.1335 -3.9440 -2.9219 -0.0344 -0.0323 -0.0394 0.12
C 2.5352 -2.8578 -2.1161 0.1115 0.0232 0.0262 -0.58
O 3.6851 -2.4920 -2.1839 -0.0381 -0.0099 0.0091 -0.69
N 1.5755 -2.2864 -1.3278 -0.0788 -0.0278 -0.0010 0.75
C 0.3109 -2.7246 -1.3530 0.0631 0.0085 0.0074 0.46
O -0.5285 -2.0444 -0.7257 -0.0304 0.0110 -0.0165 -0.80
H -0.6417 -7.0935 -0.3890 0.0003 0.0032 0.0005 0.45
H -0.1637 -6.8583 -2.0761 0.0014 0.0031 0.0030 0.31
H -1.7676 -6.3706 -1.5329 -0.0009 0.0047 0.0013 0.31
H 0.8359 -5.1501 -0.4577 0.0062 -0.0035 -0.0043 0.20
H -0.7860 -4.6074 -0.0762 -0.0053 -0.0010 -0.0025 0.45
H -2.2252 -3.6186 -1.8873 -0.0020 0.0045 0.0008 0.39
H -1.7758 -4.7720 -3.1485 -0.0009 0.0023 -0.0054 0.50
H -1.2964 -1.7397 -3.2704 -0.0025 0.0030 0.0032 0.03
H -2.5092 -2.6387 -4.1832 0.0016 0.0022 0.0017 0.53
H -0.7989 -2.8955 -4.5111 0.0004 -0.0020 0.0006 0.29
H 2.8434 -4.2858 -3.5530 0.0064 0.0032 0.0014 0.30
```
Forces are in eV/Å.

no.,electronic energy (Eh)
1,-5827.71649
2,-1939.19256
3,-3574.39157